{
  "formula": "C36H39AuO7S",
  "method": "ωB97M-V/def2-TZVPD",
  "mol_weight_g_mol": 812.74,
  "e_above_lowest_ev": 0.0000,
  "orbital_gap_ha": 0.281,
  "species": ["Au", "C", "C", "C", "O", "C", "C", "O", "C", "O", "C", "C", "C", "C", "C", "C", "C", "C", "C", "C", "C", "C", "C", "O", "C", "C", "C", "C", "C", "C", "C", "C", "C", "C", "C", "C", "H", "H", "H", "H", "H", "H", "H", "H", "H", "H", "H", "H", "H", "H", "H", "H", "H", "H", "H", "H", "H", "H", "H", "H", "H", "H", "H", "H", "C", "C", "S", "O", "C", "C", "H", "H", "H", "H", "H", "H", "H", "H", "H", "H", "O", "C", "O", "H"],
  "positions_angstrom": [[0.25167, 1.87562, -1.51696], [0.06880, -1.59890, 3.93045], [-0.71337, -0.46195, 3.30332], [-1.80186, 0.08434, 4.20591], [0.19415, 0.58327, 2.96028], [0.11929, 0.87483, 1.58131], [-0.75928, -0.21183, 0.97982], [-1.30558, -0.90275, 2.08633], [-1.85947, 0.37262, 0.04483], [-1.42370, 1.55784, -0.58815], [-3.05419, 0.81853, 0.89955], [-3.14479, 2.13526, 1.33978], [-4.18122, 2.53171, 2.17595], [-5.14227, 1.61876, 2.57877], [-5.06364, 0.30574, 2.13389], [-4.02873, -0.08996, 1.30242], [-2.28843, -0.66663, -0.98845], [-2.22294, -2.03184, -0.72576], [-2.67009, -2.95393, -1.66335], [-3.18226, -2.52004, -2.87580], [-3.24313, -1.15872, -3.14679], [-2.80251, -0.23923, -2.20884], [1.51271, 0.88504, 0.89801], [1.33298, 0.61981, -0.48652], [2.35708, -0.27197, 1.43244], [3.10735, -0.12292, 2.59587], [3.82072, -1.18853, 3.12001], [3.79544, -2.42623, 2.49064], [3.05345, -2.58358, 1.33126], [2.33939, -1.51361, 0.80700], [2.22375, 2.21796, 1.09679], [1.90630, 3.07747, 2.14257], [2.58767, 4.27897, 2.29537], [3.58900, 4.63240, 1.40485], [3.91453, 3.77400, 0.36253], [3.24163, 2.57233, 0.21513], [0.57376, -1.25037, 4.83157], [0.81708, -1.96423, 3.22694], [-0.60643, -2.41318, 4.19462], [-1.36397, 0.46015, 5.13103], [-2.51575, -0.70375, 4.44595], [-2.32893, 0.89264, 3.69848], [-0.34296, 1.85601, 1.44429], [-0.15927, -0.90803, 0.39532], [-2.40660, 2.85512, 1.01739], [-4.23590, 3.56082, 2.50794], [-5.95100, 1.92725, 3.22893], [-5.81149, -0.41597, 2.43745], [-3.97747, -1.11709, 0.96837], [-1.83691, -2.38399, 0.22356], [-2.61920, -4.01251, -1.44111], [-3.53619, -3.23820, -3.60558], [-3.63759, -0.81015, -4.09324], [-2.84702, 0.82103, -2.41890], [3.13013, 0.83437, 3.09974], [4.39720, -1.05189, 4.02609], [4.35118, -3.25948, 2.90106], [3.02433, -3.54319, 0.82955], [1.76249, -1.64852, -0.09582], [1.13740, 2.80727, 2.85563], [2.33102, 4.93882, 3.11435], [4.11611, 5.57041, 1.52292], [4.69602, 4.04145, -0.33730], [3.49144, 1.90352, -0.59839], [-0.79408, -1.91259, -5.83239], [0.52433, -2.04231, -5.08984], [0.40388, -1.28758, -3.45173], [0.19168, 0.17312, -3.71809], [2.14057, -1.45359, -2.99057], [2.52023, -2.88665, -2.64959], [-0.68976, -2.29189, -6.84896], [-1.09730, -0.86728, -5.88333], [-1.58201, -2.47537, -5.33361], [1.33100, -1.51790, -5.60722], [0.80829, -3.08667, -4.94581], [2.22925, -0.79839, -2.12195], [2.74327, -1.03117, -3.79698], [1.83422, -3.30992, -1.91304], [3.52422, -2.91257, -2.22605], [2.51347, -3.53395, -3.52682], [-0.37462, 3.34054, -2.89611], [0.81555, 3.43482, -3.30741], [1.70987, 2.73895, -2.74925], [1.06804, 4.09815, -4.13653]],
  "mulliken_charge": [0.742, -1.513, 0.873, -1.535, -0.335, -0.897, -0.402, -0.279, 3.110, -0.997, -0.016, -0.476, -0.829, -0.541, -0.971, -0.036, -0.448, -0.024, -1.178, -0.681, -0.901, -0.164, 2.078, 0.032, -0.068, -0.304, -0.894, -0.787, -0.679, 0.330, -0.384, -0.153, -0.959, -0.613, -0.894, -0.352, 0.341, 0.247, 0.384, 0.385, 0.343, 0.246, 1.750, 0.195, 0.331, 0.409, 0.404, 0.429, 0.402, 0.553, 0.454, 0.472, 0.454, 0.431, 0.486, 0.422, 0.405, 0.446, -0.395, 0.510, 0.453, 0.389, 0.432, 0.374, -1.117, -0.579, 1.020, -0.793, 0.060, -1.337, 0.446, 0.266, 0.195, 0.372, 0.322, -0.617, 0.705, 0.292, 0.411, 0.371, -0.602, 0.059, -0.556, 0.473]
}


{
  "formula": "C36H39BeBr4ClFN3O11",
  "method": "ωB97M-V/def2-TZVPD",
  "mol_weight_g_mol": 1072.80,
  "charge": -2,
  "orbital_gap_ha": 0.048,
  "species": ["C", "C", "O", "O", "C", "C", "C", "N", "C", "C", "C", "C", "N", "H", "H", "H", "H", "H", "H", "H", "H", "H", "H", "H", "H", "H", "C", "C", "O", "C", "O", "O", "H", "H", "H", "H", "F", "Be", "N", "C", "C", "C", "C", "C", "H", "H", "H", "H", "H", "Cl", "C", "C", "C", "C", "C", "C", "C", "O", "C", "C", "C", "C", "C", "C", "C", "O", "H", "H", "H", "H", "H", "H", "H", "H", "Br", "C", "C", "Br", "H", "H", "H", "H", "O", "H", "C", "O", "O", "O", "Br", "C", "C", "Br", "H", "H", "H", "H"],
  "positions_angstrom": [[5.72357, -5.87589, 0.01060], [5.29714, -5.05882, 1.31326], [4.39848, -5.55861, 2.04561], [5.80585, -3.79243, 1.69551], [6.03447, -2.92802, 0.54849], [4.74045, -2.66301, -0.36312], [3.54153, -1.89164, 0.37080], [2.31686, -2.76745, 0.59189], [1.76630, -3.27180, -0.62660], [0.48956, -4.19465, -0.47288], [0.05484, -4.33535, 0.99968], [0.81877, -3.63126, 2.14894], [1.96693, -2.87482, 1.85465], [6.48249, -6.71667, 0.20871], [4.76884, -6.41529, -0.35620], [6.06413, -5.21637, -0.86893], [6.47074, -1.89405, 0.87421], [6.83211, -3.42489, -0.12755], [4.45065, -3.65019, -0.86067], [5.09374, -1.97163, -1.22021], [3.91679, -1.45005, 1.36139], [3.13445, -0.98926, -0.22829], [2.22386, -3.06235, -1.66129], [-0.02095, -4.67736, -1.36398], [-0.87518, -4.94661, 1.27313], [0.41998, -3.75655, 3.21642], [4.93697, 1.31268, -3.62307], [5.79543, 2.30917, -2.90555], [6.35411, 1.55011, -1.84248], [6.32599, 0.24858, -2.22718], [6.87117, -0.64877, -1.64145], [5.59787, 0.08277, -3.36996], [4.87666, 1.50762, -4.69540], [3.92382, 1.26119, -3.21389], [6.60754, 2.69065, -3.53304], [5.22050, 3.15217, -2.51826], [0.60430, -1.39809, -0.42764], [8.03016, -1.01064, 1.11531], [-2.44888, 2.33360, 1.15358], [-1.43362, 1.45245, 1.14728], [-1.59354, 0.08999, 1.34323], [-2.87543, -0.39443, 1.56267], [-3.94235, 0.49357, 1.57628], [-3.67856, 1.83681, 1.36665], [-0.45143, 1.87993, 0.97490], [-0.73818, -0.57528, 1.32438], [-3.04176, -1.45470, 1.72143], [-4.95510, 0.14992, 1.74510], [-4.47991, 2.56914, 1.36470], [6.48183, 1.66741, 0.53020], [-5.50982, 6.35786, 0.53174], [-5.31230, 5.03918, 0.12743], [-6.39802, 4.25786, -0.25436], [-7.68774, 4.79045, -0.22133], [-7.88768, 6.10314, 0.20679], [-6.79402, 6.89004, 0.57258], [-9.25558, 6.66498, 0.29380], [-9.42990, 7.81617, 0.66533], [-10.40589, 5.80841, -0.06757], [-11.70350, 6.30380, 0.06382], [-12.79105, 5.50936, -0.28644], [-12.58671, 4.22252, -0.77730], [-11.29534, 3.72248, -0.90471], [-10.20288, 4.51061, -0.54111], [-8.83541, 3.95635, -0.64687], [-8.65441, 2.82842, -1.07234], [-4.66113, 6.96993, 0.82088], [-4.31048, 4.62040, 0.10788], [-6.23659, 3.23322, -0.57325], [-6.94187, 7.91631, 0.89371], [-11.87066, 7.30728, 0.44291], [-13.79996, 5.89511, -0.17818], [-13.43443, 3.60642, -1.05629], [-11.14333, 2.71726, -1.28292], [8.05501, -3.15781, -5.78044], [7.93422, -3.61658, -3.88893], [7.25776, -4.95089, -3.69190], [5.32658, -4.80460, -3.91792], [7.41771, -2.79282, -3.39394], [8.96707, -3.65356, -3.53927], [7.39797, -5.30544, -2.66926], [7.60189, -5.71675, -4.38716], [-12.84896, 1.97881, 1.20460], [-12.14806, 1.49196, 1.63307], [-5.92053, 0.56487, -1.87867], [-5.76949, 1.65182, -2.43029], [-6.23032, 0.40453, -0.67736], [-5.78735, -0.54850, -2.43348], [9.54061, -1.78545, 3.30348], [9.44251, -2.20487, 5.21318], [8.76009, -3.52974, 5.44777], [6.82740, -3.37736, 5.24367], [8.93825, -1.36790, 5.69696], [10.48050, -2.24204, 5.55095], [8.91103, -3.86442, 6.47580], [9.09088, -4.31161, 4.76364]],
  "mulliken_charge": [-0.207, 0.562, -0.608, -0.243, -0.194, 0.353, -1.103, 1.509, 0.373, -0.646, -0.107, -0.546, -1.033, 0.325, 0.240, -0.345, -0.058, 0.408, 0.363, -0.363, 0.396, 0.320, 0.370, 0.334, 0.312, 0.353, -0.348, -0.429, -0.243, 0.442, -0.340, -0.258, 0.266, 0.277, 0.257, 0.320, -0.716, -0.113, -0.495, -0.387, -0.008, -0.289, -0.448, -0.214, 0.399, 0.241, 0.380, 0.348, 0.451, -0.773, -0.502, -0.671, -0.212, 0.111, 0.446, -0.719, 0.629, -0.723, 0.171, -0.531, -0.458, -0.407, -0.397, 0.206, 0.370, -0.685, 0.393, 0.531, 0.395, 0.444, 0.423, 0.364, 0.332, 0.421, -0.171, -0.164, -0.515, -0.129, -0.086, 0.395, 0.258, 0.438, -0.855, 0.193, 0.965, -0.436, -0.345, -0.452, -0.133, -0.638, -0.540, -0.126, 0.362, 0.304, 0.321, 0.342]
}


{
  "formula": "C36H39BrN2O2PtSbSe2",
  "method": "ωB97M-V/def2-TZVPD",
  "mol_weight_g_mol": 1086.38,
  "charge": 3,
  "e_above_lowest_ev": 1.5653,
  "orbital_gap_ha": 0.225,
  "species": ["Pt", "C", "Se", "C", "C", "Se", "C", "H", "H", "H", "H", "H", "H", "H", "H", "H", "H", "O", "C", "O", "C", "C", "C", "C", "C", "N", "H", "H", "H", "H", "Br", "C", "C", "C", "N", "C", "C", "H", "H", "H", "H", "C", "C", "C", "C", "C", "C", "C", "Sb", "C", "C", "C", "C", "C", "C", "C", "C", "C", "C", "C", "C", "C", "C", "H", "H", "H", "H", "H", "H", "H", "H", "H", "H", "H", "H", "H", "H", "H", "H", "H", "H", "H", "H", "H"],
  "positions_angstrom": [[0.24920, 0.01672, 1.26832], [1.47285, 0.82432, 4.64351], [0.62421, -0.60186, 3.64844], [2.17372, -1.76462, 3.37716], [3.23743, -1.23767, 2.43092], [2.62658, -1.13474, 0.57920], [3.89894, 0.19748, -0.03586], [1.65723, 0.45606, 5.64972], [0.77169, 1.65408, 4.68835], [2.40457, 1.12889, 4.17624], [1.75414, -2.70696, 3.02388], [2.59109, -1.93258, 4.36933], [4.08426, -1.92159, 2.43995], [3.59623, -0.24882, 2.71434], [3.85633, 1.07958, 0.59865], [3.63457, 0.45462, -1.05871], [4.89637, -0.23219, -0.01959], [-0.95041, 2.24260, -2.06046], [-0.43542, 1.67831, -1.13032], [-0.90148, 0.50892, -0.65812], [0.64646, 2.35003, -0.36091], [1.25511, 3.47141, -0.88418], [2.14351, 4.18631, -0.09163], [2.34913, 3.77581, 1.21423], [1.71995, 2.62546, 1.66356], [0.90147, 1.91337, 0.88336], [1.01196, 3.77311, -1.89415], [2.65673, 5.05575, -0.48214], [2.98857, 4.33321, 1.88519], [1.87333, 2.25960, 2.66701], [-1.73919, -6.21168, 0.34969], [-1.27450, -4.44002, 0.63408], [-0.66152, -3.70776, -0.37675], [-0.30506, -2.40229, -0.12793], [-0.53703, -1.81235, 1.06230], [-1.15771, -2.51552, 2.02870], [-1.54025, -3.82790, 1.85164], [-0.45906, -4.15358, -1.34101], [0.19889, -1.81363, -0.87754], [-1.35004, -2.00838, 2.96319], [-2.02526, -4.36495, 2.65547], [-3.73216, -2.65636, -1.24304], [-4.73507, -1.81584, -0.52791], [-5.86523, -2.36577, 0.06436], [-6.78712, -1.56465, 0.72870], [-6.60138, -0.18991, 0.82886], [-5.47601, 0.39444, 0.26832], [-4.58892, -0.43332, -0.42125], [-2.98653, 0.59568, -1.34109], [-3.20338, 2.52524, -0.56418], [-3.50731, 3.55274, -1.45668], [-3.51571, 4.85867, -0.99020], [-3.20031, 5.11472, 0.33986], [-2.89848, 4.07520, 1.21347], [-2.89999, 2.75256, 0.78515], [-2.66033, 1.62260, 1.74920], [-3.13515, 0.24824, -3.41636], [-2.03423, -0.34959, -4.03813], [-2.04785, -0.49798, -5.40995], [-3.15136, -0.04972, -6.13047], [-4.22535, 0.53440, -5.48364], [-4.26655, 0.67814, -4.09394], [-5.50775, 1.24044, -3.44036], [-4.03406, -3.70196, -1.27619], [-2.77651, -2.59920, -0.73958], [-3.60356, -2.31569, -2.27640], [-6.02295, -3.43557, 0.00292], [-7.65880, -2.02017, 1.17950], [-7.32337, 0.43276, 1.33959], [-5.32469, 1.46456, 0.34783], [-3.71302, 3.35164, -2.50234], [-3.75458, 5.66890, -1.66619], [-3.20546, 6.13360, 0.70438], [-2.68673, 4.29182, 2.25465], [-2.72150, 1.96533, 2.78214], [-1.69815, 1.12996, 1.61702], [-3.41546, 0.83920, 1.62103], [-1.17101, -0.67189, -3.46979], [-1.19789, -0.93509, -5.91590], [-3.17489, -0.16754, -7.20551], [-5.08315, 0.87090, -6.05469], [-5.77776, 2.19940, -3.88349], [-5.40677, 1.37352, -2.36103], [-6.35076, 0.56778, -3.60412]],
  "mulliken_charge": [0.355, -1.163, 0.024, -0.792, -0.762, 0.220, -0.973, 0.444, 0.396, 0.364, 0.342, 0.587, 0.538, 0.337, 0.245, 0.351, 0.426, -0.477, 0.396, -0.471, 0.182, -0.527, -0.771, -0.693, -0.234, 0.832, 0.639, 0.524, 0.533, -0.064, 0.013, 0.112, -0.926, -0.276, 0.142, -0.035, -1.125, 0.531, 0.517, 0.686, 0.575, -1.069, 0.108, -0.818, -0.871, -0.974, -0.328, 1.580, 1.080, 1.299, -1.052, -0.924, -0.869, -0.852, 1.074, -1.187, 1.238, -0.682, -0.747, -0.766, -0.855, 0.480, -1.225, 0.592, 0.016, 0.214, 0.498, 0.465, 0.508, 0.501, 0.541, 0.503, 0.485, 0.532, 0.651, 0.087, -0.072, 0.400, 0.474, 0.436, 0.527, 0.484, 0.023, 0.472]
}